[1]
{
  "formula": "C2H4N2O2",
  "method": "ωB97M-V/def2-TZVPD",
  "elements": ["H", "N", "N", "C", "C", "O", "O", "H", "H", "H"],
  "coordinates": [[-0.2052, -3.2288, -0.2299], [-0.6375, -2.3242, 0.0039], [0.1382, -1.3723, -0.2154], [-0.4654, -0.0734, 0.1229], [0.5893, 0.9971, -0.0277], [1.7986, 0.8617, -0.1168], [0.0559, 2.2400, -0.0204], [-0.8198, -0.0670, 1.1592], [-1.2915, 0.1416, -0.5633], [0.8374, 2.8255, -0.1126]],
  "atomic_forces_ev_per_a": [[0.464, 0.443, -0.216], [0.109, 1.357, 0.188], [-0.713, -1.633, 0.125], [0.434, -0.157, -0.242], [1.805, 0.583, -0.023], [-1.745, -0.315, 0.113], [0.236, -0.033, -0.082], [-0.109, -0.015, -0.179], [0.026, -0.052, 0.229], [-0.507, -0.179, 0.088]],
  "e_above_lowest_kcal_mol": 57.0,
  "multiplicity": 1,
  "lumo_energy_ev": 0.49,
  "homo_lumo_gap_ha": 0.3696,
  "smiles": "[H]/N=N/CC(=O)O"
}

***

[2]
{
  "formula": "C3H3BeO",
  "method": "ωB97M-V/def2-TZVPD",
  "elements": ["H", "O", "C", "C", "C", "H", "H", "Be"],
  "coordinates": [[-1.5291, 0.5519, -0.9037], [0.3461, 1.1984, 0.0065], [-0.9431, 0.2891, -0.0143], [0.0347, -0.8107, -0.1281], [1.1072, 0.1463, -0.1231], [-1.5047, 0.3850, 0.9219], [0.0014, -1.8777, 0.0782], [2.4875, 0.1177, 0.1626]],
  "atomic_forces_ev_per_a": [[-0.010, -0.034, 0.122], [-1.369, 0.464, 0.038], [0.297, 0.770, -0.407], [0.921, 0.032, 0.681], [-9.291, -1.147, -1.509], [0.082, 0.061, -0.080], [-0.202, -0.045, -0.435], [9.571, -0.102, 1.590]],
  "charge": 2,
  "e_above_lowest_kcal_mol": 0.0,
  "multiplicity": 2,
  "lumo_energy_ev": [-13.12, -13.61],
  "homo_lumo_gap_ha": [0.3086, 0.3616]
}

***

[3]
{
  "formula": "C4H9NO",
  "method": "ωB97M-V/def2-TZVPD",
  "elements": ["H", "N", "C", "C", "C", "O", "C", "H", "H", "H", "H", "H", "H", "H", "H"],
  "coordinates": [[-0.8051, 1.5077, -1.5028], [-1.1110, 0.8312, -0.8425], [-0.2732, 0.3589, -0.0192], [1.2079, 0.7230, 0.0657], [2.1791, -0.4576, 0.0385], [-0.8482, -0.5207, 0.8112], [-2.3522, -0.6549, 0.3492], [1.3893, 1.3250, 0.9655], [1.4059, 1.3846, -0.7900], [2.0472, -1.0562, -0.8683], [3.2180, -0.1052, 0.0593], [2.0147, -1.1053, 0.9024], [-2.3423, -1.4029, -0.4460], [-2.7154, -0.9875, 1.3005], [-3.0149, 0.1598, -0.0235]],
  "atomic_forces_ev_per_a": [[0.842, 0.540, -0.433], [0.420, 0.686, -0.872], [-0.491, 0.548, -0.727], [-0.218, -0.037, 0.078], [-0.078, -0.122, 0.035], [-1.440, 0.465, -0.657], [0.548, -0.772, 0.950], [-0.174, -0.163, -0.060], [-0.122, -0.191, 0.257], [-0.005, 0.066, 0.125], [-0.265, -0.044, 0.030], [0.060, 0.005, -0.090], [0.019, -0.062, 0.380], [-0.495, -0.751, 0.256], [1.400, -0.169, 0.728]],
  "e_above_lowest_kcal_mol": 50.8,
  "multiplicity": 1,
  "lumo_energy_ev": 1.06,
  "homo_lumo_gap_ha": 0.3905,
  "smiles": "[H]/N=C(\\CC)OC"
}

***

[4]
{
  "formula": "C2H4IN",
  "method": "ωB97M-V/def2-TZVPD",
  "elements": ["C", "N", "C", "I", "H", "H", "H", "H"],
  "coordinates": [[-0.3408, -0.3506, -0.0918], [1.0716, 0.0401, 0.0782], [2.0141, -0.7995, -0.0831], [4.0292, 0.0473, -0.0624], [-0.7161, -0.2169, -1.0332], [-0.8554, 0.2752, 0.5746], [-0.6098, -1.2984, 0.3467], [2.0957, -1.9835, -0.3338]],
  "atomic_forces_ev_per_a": [[1.518, -0.567, 3.081], [1.368, -2.210, -1.085], [-0.260, -0.215, -0.344], [-0.769, -0.497, 0.102], [-0.567, 0.271, -2.559], [-0.930, 1.392, 0.598], [0.360, -0.994, -0.441], [-0.720, 2.820, 0.649]],
  "e_above_lowest_kcal_mol": 22.4,
  "multiplicity": 1,
  "lumo_energy_ev": 0.31,
  "homo_lumo_gap_ha": 0.3590,
  "smiles": "C/N=C/I"
}

***

[5]
{
  "formula": "C26H56NNdO2P2Si4",
  "method": "ωB97M-V/def2-TZVPD",
  "elements": ["C", "C", "N", "C", "C", "C", "C", "P", "Nd", "P", "C", "C", "C", "C", "C", "C", "C", "O", "O", "H", "H", "H", "C", "C", "H", "H", "H", "H", "C", "C", "H", "H", "H", "H", "H", "H", "H", "H", "H", "H", "H", "H", "H", "H", "H", "H", "H", "H", "H", "H", "H", "H", "C", "Si", "C", "C", "Si", "Si", "C", "C", "C", "Si", "C", "C", "C", "H", "H", "H", "H", "H", "H", "H", "H", "H", "H", "H", "H", "H", "H", "H", "H", "H", "H", "H", "H", "H", "H", "H", "H", "H", "H", "H"],
  "coordinates": [[-0.0224, 4.0662, -3.4489], [-0.0505, 2.7164, -3.0948], [0.7218, 2.2379, -2.0878], [1.6504, 3.0529, -1.5346], [1.7067, 4.4152, -1.8242], [0.8510, 4.9284, -2.7924], [-0.9698, 1.7644, -3.8372], [-1.4701, 0.2017, -2.9630], [0.4132, 0.0480, -0.9817], [3.0720, 0.6817, -0.6372], [2.5585, 2.4845, -0.4522], [0.8423, -2.2696, -1.4479], [-0.2039, -2.8824, -0.7709], [-0.1807, -4.2723, -0.5396], [0.8518, -5.0776, -1.0443], [1.8810, -4.4418, -1.7494], [1.8895, -3.0491, -1.9358], [0.0651, 0.4641, -6.1660], [1.1757, -1.6917, -4.9625], [-0.7226, 4.4544, -4.1768], [2.4215, 5.0515, -1.3173], [0.8678, 5.9891, -3.0330], [-2.8557, 0.6574, -1.8538], [-2.0587, -1.1282, -4.0416], [3.5072, 3.0372, -0.4115], [2.1107, 2.6617, 0.5417], [-0.5321, 1.4315, -4.8235], [-1.8959, 2.2972, -4.1236], [3.4469, 0.0450, 1.0309], [4.5926, 0.6061, -1.6061], [-1.0832, -2.3137, -0.3831], [-0.9702, -4.7466, 0.0285], [0.8459, -6.1723, -0.9012], [2.6753, -5.0497, -2.1606], [2.7435, -2.6010, -2.4504], [1.4377, -1.0822, -4.1686], [1.0515, -2.5652, -4.5468], [0.4375, -0.3954, -5.8302], [0.7982, 0.9091, -6.6497], [1.5389, -0.3534, -3.0588], [-3.7651, 0.9141, -2.4060], [-3.0822, -0.2260, -1.2358], [-2.5950, 1.5098, -1.2102], [-2.9535, -0.8662, -4.6137], [-1.2405, -1.4152, -4.7140], [-2.2968, -1.9689, -3.3734], [5.4762, 1.0385, -1.1256], [4.8019, -0.4609, -1.7746], [4.4439, 1.0988, -2.5751], [4.3509, 0.4796, 1.4648], [2.5907, 0.2215, 1.7002], [3.6128, -1.0360, 0.9021], [-4.0371, 0.8196, 1.4334], [-2.8980, -0.6152, 1.8845], [-3.2439, -0.9812, 3.7008], [-3.3572, -2.1683, 0.9138], [-0.6249, -0.1267, 1.8507], [-0.3223, 2.0586, 2.5998], [-1.4929, 2.2061, 4.0750], [1.4231, 2.3225, 3.2759], [-0.8200, 3.3463, 1.3053], [0.4280, -1.6457, 3.2461], [-0.0022, -0.9846, 4.9628], [-0.3030, -3.3487, 2.9090], [2.2869, -1.9365, 3.3075], [-5.0428, 0.5132, 1.7584], [-4.0921, 1.0265, 0.3599], [-3.7848, 1.7549, 1.9490], [-4.3225, -1.1832, 3.7292], [-2.7218, -1.8708, 4.0702], [-3.0341, -0.1295, 4.3580], [-3.2762, -2.0610, -0.1757], [-2.7627, -3.0439, 1.2055], [-4.4111, -2.3770, 1.1529], [-1.2781, 1.4871, 4.8743], [-1.3252, 3.2161, 4.4732], [-2.5494, 2.1168, 3.7976], [1.4335, 3.3200, 3.7414], [2.2144, 2.2942, 2.5192], [1.6965, 1.5889, 4.0470], [-0.1824, 3.3768, 0.4114], [-1.8559, 3.1937, 0.9707], [-0.7518, 4.3321, 1.7917], [-1.0717, -0.8688, 5.1589], [0.3906, -1.7535, 5.6416], [0.4947, -0.0330, 5.1919], [0.0692, -3.7633, 1.9614], [0.0722, -3.9828, 3.7253], [-1.3983, -3.3991, 2.9171], [2.6556, -2.4430, 2.4062], [2.8706, -1.0305, 3.5161], [2.4452, -2.6250, 4.1501]],
  "atomic_forces_ev_per_a": [[0.176, 0.156, 0.374], [-0.279, -0.478, 0.345], [0.510, 1.182, -0.888], [-0.316, 0.082, 0.381], [0.071, -0.324, -0.406], [-0.124, -0.279, 0.011], [-1.078, -0.033, -0.639], [0.647, 0.457, 0.162], [0.053, -2.043, -0.201], [-0.447, 0.011, -0.116], [0.902, 0.029, 0.318], [0.122, 0.935, 0.191], [-0.072, -1.128, 0.171], [-0.025, -0.251, -0.310], [-0.297, 0.621, 0.072], [-0.060, 0.165, -0.069], [-0.037, -1.170, 0.319], [1.010, -0.028, -0.917], [0.184, -0.252, 0.416], [0.109, -0.143, -0.120], [-0.020, -0.081, -0.015], [-0.035, -0.198, 0.038], [-0.448, -0.144, -0.490], [-0.266, 0.217, -0.322], [-0.297, 0.280, -0.132], [-0.021, -0.324, -0.344], [-0.017, 0.253, 1.021], [0.336, 0.053, 0.109], [0.477, 0.330, -0.068], [0.496, 0.052, -0.126], [0.729, -0.245, -0.120], [-0.177, -0.019, 0.005], [0.016, 0.754, -0.034], [0.173, -0.020, -0.027], [-0.295, 0.014, 0.036], [-0.294, -0.394, -0.204], [0.035, 0.560, -0.275], [-0.052, 0.393, -0.220], [-0.763, -0.670, 0.532], [-0.068, 0.793, 0.425], [-0.013, 0.079, 0.072], [0.107, 0.400, -0.081], [0.072, -0.277, -0.103], [0.113, -0.015, -0.006], [-0.236, 0.022, 0.241], [0.151, 0.195, -0.180], [-0.171, 0.075, 0.102], [-0.152, 0.304, -0.095], [-0.085, -0.253, 0.196], [-0.037, 0.024, 0.124], [0.263, -0.202, -0.330], [-0.179, 0.359, 0.137], [-0.314, -0.096, -0.135], [1.072, 0.155, 0.713], [-0.809, -0.204, -0.169], [-0.405, 0.026, -0.029], [0.667, 0.485, -1.319], [-0.651, -1.656, 0.291], [0.225, 0.935, 0.132], [0.070, 0.478, 0.036], [0.185, 0.348, 0.230], [-0.783, 0.621, -0.089], [0.260, -0.709, 0.422], [0.176, -0.218, 0.407], [0.095, -0.095, 0.062], [0.085, 0.195, -0.066], [-0.007, -0.027, 0.241], [0.003, -0.262, -0.055], [-0.028, -0.074, 0.396], [-0.082, 0.198, -0.090], [-0.020, -0.196, -0.203], [-0.051, -0.027, 0.222], [-0.098, 0.263, -0.016], [0.149, -0.121, -0.149], [0.040, 0.122, -0.292], [-0.311, -0.018, 0.295], [0.225, 0.027, 0.001], [0.220, -0.162, -0.022], [-0.116, 0.072, 0.131], [-0.241, 0.127, -0.184], [-0.085, -0.057, 0.190], [0.207, -0.010, 0.160], [-0.132, -0.053, -0.264], [0.243, -0.054, -0.127], [-0.081, 0.234, 0.372], [-0.017, -0.241, -0.128], [-0.094, 0.201, 0.279], [-0.155, -0.157, -0.155], [0.257, 0.076, 0.001], [-0.012, 0.215, 0.169], [-0.085, -0.250, -0.120], [0.007, 0.088, -0.104]],
  "multiplicity": 4,
  "lumo_energy_ev": [-0.04, -0.03],
  "homo_lumo_gap_ha": [0.2158, 0.2150]
}

***

[6]
{
  "formula": "C11H21N5O3",
  "method": "ωB97M-V/def2-TZVPD",
  "elements": ["H", "N", "C", "N", "N", "C", "C", "C", "C", "N", "C", "O", "C", "C", "C", "C", "N", "C", "O", "O", "H", "H", "H", "H", "H", "H", "H", "H", "H", "H", "H", "H", "H", "H", "H", "H", "H", "H", "H", "H"],
  "coordinates": [[-0.3657, 0.6168, -3.9432], [0.5772, 0.5045, -3.5426], [0.8250, 1.5838, -2.7348], [-0.0015, 2.7312, -2.6248], [1.9269, 1.6882, -1.8897], [2.8807, 0.6338, -1.8063], [2.4187, -0.4622, -0.8015], [1.2888, -1.3941, -1.3082], [-0.0702, -0.8587, -1.0514], [-0.3764, -0.6854, 0.3591], [-0.3389, 0.6069, 0.8779], [0.4127, 1.4819, 0.4876], [-1.0603, 0.8020, 2.2211], [-0.3533, 0.0855, 3.4112], [-1.4366, -0.7289, 4.1058], [-2.4829, -0.8890, 3.0673], [-2.4471, 0.3736, 2.2594], [-1.1753, -1.7776, -1.7415], [-2.0213, -2.3670, -1.1296], [-0.9700, -1.8622, -3.0960], [-0.5969, 2.8011, -1.7288], [0.5865, 3.5747, -2.5533], [1.4945, 1.8999, -0.9600], [3.0135, 0.1737, -2.7933], [3.8247, 1.1106, -1.5368], [2.1663, 0.0292, 0.0961], [3.2276, -1.2061, -0.6164], [1.4430, -2.3801, -0.8467], [1.4552, -1.5011, -2.3797], [-0.2365, 0.1384, -1.5563], [-1.1366, -1.2226, 0.7286], [-1.0393, 1.8952, 2.4809], [0.0983, 0.8269, 4.0614], [0.4687, -0.5972, 3.0820], [-1.0888, -1.7037, 4.4892], [-1.8948, -0.1791, 4.9593], [-3.4987, -1.0526, 3.4456], [-2.3264, -1.7808, 2.4620], [-2.8582, 0.2442, 1.2970], [-0.3328, -1.1536, -3.2508]],
  "atomic_forces_ev_per_a": [[0.644, 0.735, -0.290], [0.196, 3.541, 2.438], [0.091, -2.587, -1.534], [-1.401, 0.962, 1.276], [-2.098, 0.361, -0.460], [0.268, -1.482, 0.041], [1.294, -1.283, -1.434], [1.459, 0.312, -0.147], [-2.558, 0.304, -0.716], [-0.256, 1.906, 0.039], [0.727, -1.366, 1.621], [-0.399, 0.371, -0.663], [0.026, 1.332, 0.352], [0.945, -0.597, -0.448], [-0.243, 0.223, 1.367], [-1.710, -0.108, -1.371], [-0.600, -1.375, -0.708], [1.301, 0.237, 0.053], [0.082, 0.183, -0.416], [-1.018, -0.172, 1.911], [1.123, -0.763, -1.827], [-0.166, -0.687, -0.146], [0.855, 0.171, -0.783], [-0.025, 0.223, 0.107], [0.104, -0.400, 0.276], [-0.243, 0.253, 1.270], [-0.011, 0.995, 0.056], [-0.399, 0.221, -0.012], [-0.108, -0.211, 0.062], [0.420, -1.272, 0.773], [-0.338, -0.584, -0.068], [0.197, -0.814, -0.788], [0.074, 0.002, 0.094], [-0.611, 0.592, 0.010], [-0.054, 0.480, -0.171], [0.530, -0.231, -0.450], [0.178, 0.290, 0.225], [0.423, -0.207, -0.328], [0.556, 0.161, 1.530], [0.744, 0.284, -0.741]],
  "e_above_lowest_kcal_mol": 40.5,
  "multiplicity": 1,
  "lumo_energy_ev": 0.57,
  "homo_lumo_gap_ha": 0.3580,
  "smiles": "[H]/N=C(\\N)NCCC[C@H](NC(=O)[C@@H]1CCCN1)C(=O)O"
}